[1]
Computed, not measured: a single C3H7NOS molecule at a distorted geometry, with ωB97M-V with the def2-TZVPD basis set.

Values from the calculation:
highest occupied orbital energy	-8.9	eV
LUMO level	0.036	Eh
energy above the lowest of the compared OMol25 structures with the same formula, charge and spin	58.9	kcal per mole
SMILES	C=NSCOC
HOMO-LUMO gap	9.870	eV
E	-17595.375	eV

Each line ends with the Löwdin charge.
CARTESIAN COORDINATES (ANGSTROEM)
C  3.14899  0.56949  -0.20357  -0.1857
N  1.95361  0.36114  0.15318  -0.3712
S  1.20828  -1.11186  -0.28614  0.9007
C  -0.42940  -0.77288  0.30020  -0.5929
O  -1.13544  -0.00289  -0.61848  -0.2529
C  -2.42539  0.36763  -0.14466  -0.1082
H  3.67193  1.53920  0.05022  0.0824
H  3.63224  -0.18154  -0.90284  0.0688
H  -0.92598  -1.76518  0.55829  0.1047
H  -0.29915  -0.28270  1.27892  0.0839
H  -2.42530  0.93628  0.81228  0.1000
H  -2.99236  0.90698  -0.92307  0.0924
H  -2.98202  -0.56367  -0.07433  0.0780

[2]
Computed, not measured: a molecular structure, C15H21N3O2S at a distorted geometry, with ωB97M-V with the def2-TZVPD basis set.

Values from the calculation:
highest occupied orbital energy	-6.7	eV
LUMO level	-0.002	Eh
energy above the lowest of the compared OMol25 structures with the same formula, charge and spin	379.0	kcal per mole
HOMO-LUMO gap	6.613	eV
E	-35281.873	eV

Each line ends with the Löwdin charge.
CARTESIAN COORDINATES (ANGSTROEM)
C  -1.46138  -2.52731  -6.05021  -0.1562
H  -0.94370  -1.98138  -6.96444  0.1413
C  -1.27523  -1.88559  -4.84366  -0.3573
C  -1.99556  -2.52504  -3.68545  -0.2950
O  -2.09639  -1.65370  -2.56356  -0.2143
C  -0.95010  -1.56095  -1.64926  -0.1367
C  -1.41380  -1.02732  -0.16888  -0.5329
C  0.08639  -0.92458  0.53033  -0.0893
H  0.85689  -0.38376  0.02176  0.0923
H  0.31205  -1.93891  0.78974  0.0947
C  -0.24992  -0.34812  1.99400  -0.0377
C  -0.38455  1.25155  1.70132  -0.1277
N  -1.59367  1.93521  0.91451  0.1090
N  -1.32182  3.01533  1.10445  -0.1268
C  -0.10268  3.48330  1.64355  -0.8910
S  0.35250  4.94345  2.07253  0.5857
N  0.18353  2.28522  2.05798  -0.0611
C  1.45628  2.05872  2.87542  -0.0769
C  2.58503  1.05222  2.24125  0.0959
C  3.64827  0.95796  3.14516  -0.1160
C  3.97538  1.77419  4.19309  -0.0302
C  2.90602  2.51564  4.89700  0.0209
C  1.76036  2.62683  4.06273  -0.0814
H  0.89530  3.33883  4.51928  0.1515
H  3.34725  3.07582  5.50031  0.0168
H  4.80727  1.53508  4.70069  0.0632
H  4.34774  0.48926  2.60205  0.0625
H  2.47105  0.51439  1.39347  0.0507
H  -2.06129  3.79002  0.78281  0.2224
H  -1.39971  -0.65558  2.26018  0.1709
H  0.50025  -0.45181  2.62296  0.0223
O  -2.04203  -1.94595  0.26956  0.0296
H  -2.82650  -2.28405  -0.30668  0.2012
H  -1.80135  -0.02736  -0.45135  0.1333
H  -0.25934  -0.85105  -2.19604  0.1053
H  -0.27476  -2.79093  -1.56103  0.2125
H  -1.32654  -3.44152  -3.57851  0.1246
H  -3.18304  -2.85142  -3.73958  0.1796
H  -1.74548  -0.78794  -4.77674  0.1554
H  -0.18535  -1.64371  -4.30190  0.1659
H  -1.10100  -3.48786  -5.97688  0.0540
H  -2.49637  -2.66716  -6.08198  0.0688

[3]
Computed, not measured: 2 unconnected molecules or ions with the total composition C5H9NO at a distorted geometry, with ωB97M-V with the def2-TZVPD basis set.

Values from the calculation:
highest occupied orbital energy	-10.5	eV
LUMO level	0.024	Eh
energy above the lowest of the compared OMol25 structures with the same formula, charge and spin	39.9	kcal per mole
SMILES	CC1(C#N)CC1.O
HOMO-LUMO gap	11.164	eV
E	-8867.484	eV

Each line ends with the Löwdin charge.
CARTESIAN COORDINATES (ANGSTROEM)
C  -1.35072  -0.28722  -0.50688  -0.0367
C  -0.44440  0.04662  0.66556  -0.4753
C  -0.60327  -0.82506  1.81454  -0.1775
N  -0.71828  -1.55750  2.70450  0.1510
C  -0.09583  1.49471  0.92710  -0.0750
C  0.96380  0.56428  0.43628  -0.0867
H  -1.06128  0.30673  -1.37865  0.0888
H  -2.39720  -0.06894  -0.26935  0.0904
H  -1.28885  -1.34888  -0.76828  0.0839
H  -0.50906  2.20975  0.22098  0.1116
H  -0.06534  1.83496  1.95686  0.1120
H  1.72269  0.24319  1.14365  0.1145
H  1.28819  0.62356  -0.59828  0.0851
O  1.41242  -0.81970  -2.39678  -0.0601
H  0.84202  -1.33910  -1.81578  0.0251
H  2.30511  -1.07737  -2.13548  0.0489